89
Properties=species:S:1:pos:R:3 method="wB97M-V/def2-TZVPD" relative_energy_kj_mol=0.0 e_homo_ev=-12.4 mol_weight_g_mol=722.0 e_tot_ev=-131060.331 charge=+2 max_force_ev_per_a=3.895 homo_lumo_gap_ev=4.082
C -0.49345 6.30493 -4.10371
C -0.64863 4.95884 -4.52530
C -1.00291 4.78391 -5.88646
C -1.15669 5.89708 -6.73201
N -0.96665 7.14151 -6.29934
C -0.66714 7.37009 -5.01688
C -0.49310 3.82224 -3.64791
C -0.46253 2.86538 -2.84157
C -1.29358 2.45869 -1.73312
C -0.67512 2.13039 -0.46977
C -1.54958 1.68772 0.49601
C -2.89541 1.39153 0.23323
C -3.34996 1.38956 -1.08446
C -2.58577 1.97015 -2.11650
Cd -0.38531 0.58322 -2.18698
P 2.43831 -1.52665 0.46760
H -1.10645 3.79612 -6.29248
H -0.19423 6.52724 -3.09682
H -1.40491 5.75222 -7.78788
H -0.52381 8.40914 -4.69204
H -2.89010 2.04472 -3.18651
H 0.39823 2.35409 -0.18846
H -4.18887 0.76639 -1.27117
H -1.25417 1.35865 1.50072
C 2.80862 -3.15257 1.29919
C 3.64155 -4.30551 0.74189
H 1.80521 -3.52943 1.55167
H 3.27318 -2.80010 2.22947
H 3.63829 -5.08663 1.51679
H 3.22982 -4.75744 -0.17161
H 4.68632 -4.02765 0.55582
C 2.84139 -1.77500 -1.35274
C 3.55876 -0.68826 -2.16566
H 1.81363 -1.86989 -1.72693
H 3.34801 -2.75248 -1.46675
H 3.32213 -0.85227 -3.22943
H 3.27592 0.35431 -1.93916
H 4.64818 -0.78720 -2.05056
C 3.91813 -0.55905 0.95277
C 5.31105 -1.16305 0.91559
H 3.66349 -0.26419 1.97988
H 3.85852 0.32675 0.31045
H 6.01124 -0.35648 1.15796
H 5.45194 -1.95272 1.65818
H 5.60906 -1.56147 -0.05880
Br -3.98698 0.75629 1.58679
P -1.37758 -1.89666 -1.20196
C -0.17730 -3.35272 -1.65355
C -0.46938 -4.77249 -2.13751
H 0.38854 -3.41121 -0.70576
H 0.48163 -2.86180 -2.38381
H 0.49314 -5.17838 -2.49679
H -0.78031 -5.44933 -1.33347
H -1.19922 -4.82675 -2.94912
C -2.57732 -2.80868 0.01806
C -3.84746 -3.57893 -0.34698
H -2.76812 -2.02852 0.79171
H -1.87765 -3.51991 0.49418
H -4.39756 -3.83564 0.58975
H -4.54839 -2.98071 -0.94741
H -3.53935 -4.50471 -0.84463
C -2.39517 -1.42293 -2.71591
C -2.69734 -2.26093 -3.97051
H -1.91644 -0.51018 -3.14337
H -3.34346 -1.08943 -2.26332
H -3.14708 -1.55581 -4.69222
H -1.79491 -2.65020 -4.45166
H -3.42129 -3.06555 -3.82756
C 2.32457 1.59537 5.15885
N 0.94357 1.36310 5.48762
C 0.36989 2.17572 6.55364
C 0.10115 0.99961 4.47218
N 0.42428 0.80353 3.21351
N -1.22110 0.92504 4.93239
C -1.64619 0.07157 6.00574
C -2.21202 0.91593 3.90839
H 2.86506 1.84818 6.06702
H 2.43004 2.40024 4.41660
H 2.71611 0.67200 4.71832
H -0.55918 2.68220 6.23294
H 0.12082 1.55348 7.42544
H 1.09842 2.93054 6.85466
H 1.43735 0.76644 3.11579
H -2.43305 0.62416 6.53303
H -2.11114 -0.84986 5.62037
H -0.80049 -0.14924 6.63491
H -1.81918 1.62468 3.17901
H -2.31949 -0.11209 3.50755
H -3.17304 1.28781 4.30079



99
Properties=species:S:1:pos:R:3 method="wB97M-V/def2-TZVPD" relative_energy_kj_mol=120.0 e_homo_ev=-10.1 mol_weight_g_mol=693.7 smiles="C[C@H]1COC(=O)O1.C[C@H]1COC(=O)O1.C[C@H]1COC(=O)O1.COC(=O)OC.COC(=O)OC.CCCC#N.CCCC#N.CCCC#N" e_tot_ev=-67114.052 max_force_ev_per_a=9.629 homo_lumo_gap_ev=10.024
C -5.64400 -21.42100 -14.83100
C -6.42400 -22.73600 -15.09000
C -6.02500 -23.77400 -14.04000
O -7.20000 -24.05100 -13.38100
C -8.17900 -23.36800 -13.85200
O -9.37800 -23.48000 -13.50300
O -7.78200 -22.53600 -14.81400
H -4.62800 -21.65500 -14.86700
H -5.74300 -20.97200 -13.84900
H -5.89800 -20.62000 -15.53400
H -6.38200 -23.17100 -16.12800
H -5.39900 -23.37400 -13.24300
H -5.65300 -24.70600 -14.44800
C 1.05200 -22.41600 -15.03100
C 1.99200 -21.88600 -16.17300
C 2.98000 -20.70600 -15.80000
O 4.18900 -21.09500 -16.38100
C 4.20700 -22.30300 -16.57600
O 5.25800 -22.97300 -16.67400
O 2.99100 -22.83200 -16.44300
H 1.68800 -22.66900 -14.14000
H 0.72600 -23.40200 -15.32500
H 0.15700 -21.88400 -14.66300
H 1.56200 -21.66400 -17.10900
H 3.20600 -20.51700 -14.75000
H 2.64200 -19.75900 -16.19200
C 7.50600 -23.32900 -13.60000
C 6.53800 -22.52700 -12.67000
C 6.00300 -21.20600 -13.24900
O 4.66200 -21.27700 -12.79900
C 4.35300 -22.48200 -12.45900
O 3.20200 -22.80900 -12.19000
O 5.38000 -23.30200 -12.45300
H 8.43400 -22.75000 -13.74400
H 7.06100 -23.42900 -14.57300
H 7.67600 -24.34700 -13.26700
H 7.03800 -22.29900 -11.69100
H 6.08600 -21.21700 -14.29800
H 6.45600 -20.37500 -12.84500
C 0.70500 -17.06000 -14.01300
O 0.88200 -18.44900 -13.73600
C 0.11800 -19.02400 -12.82000
O -0.86600 -18.30900 -12.11800
O 0.30100 -20.30400 -12.65600
C -0.12300 -21.08800 -11.56500
H 1.67900 -16.52600 -14.02500
H 0.04900 -16.55200 -13.33700
H 0.22000 -16.95600 -14.96900
H -1.02900 -21.58000 -11.89500
H -0.34900 -20.44100 -10.68500
H 0.61300 -21.81400 -11.15500
C -1.88600 -27.25900 -8.64100
O -1.04600 -26.31600 -9.22900
C 0.23200 -26.16300 -8.84400
O 0.91100 -27.06800 -7.88000
O 0.88100 -25.15900 -9.51500
C 2.26800 -25.10000 -9.42000
H -1.87200 -27.28000 -7.53500
H -1.45800 -28.23800 -8.93700
H -2.93600 -27.05900 -8.90500
H 2.89400 -25.96900 -9.75000
H 2.67400 -24.98600 -8.41900
H 2.58500 -24.16800 -9.83700
C -2.44600 -23.04500 -16.07300
C -1.88500 -22.37700 -17.32500
C -2.71400 -21.17900 -17.75400
C -4.14600 -21.49100 -18.02500
N -5.24000 -21.70200 -18.30600
H -1.81500 -23.91700 -15.79200
H -3.39900 -23.40100 -16.40700
H -2.51400 -22.36700 -15.21000
H -1.92600 -23.06400 -18.16800
H -0.84200 -22.05500 -17.23900
H -2.30900 -20.64300 -18.62200
H -2.77400 -20.38900 -16.99800
C 0.85000 -25.37800 -12.97600
C -0.15700 -24.48700 -12.33800
C -1.36700 -25.17700 -11.82100
C -2.40500 -25.20500 -12.84500
N -3.22300 -25.21600 -13.66500
H 1.65600 -24.77900 -13.44000
H 0.42100 -25.89900 -13.75800
H 1.32900 -26.02800 -12.23500
H -0.42000 -23.65800 -13.00500
H 0.20300 -24.01200 -11.39700
H -1.73800 -24.67200 -10.94900
H -1.20600 -26.15800 -11.55100
C -3.61400 -22.01800 -11.47000
C -3.46900 -20.55600 -10.96400
C -3.38000 -20.52600 -9.41000
C -3.58600 -19.22600 -8.82600
N -3.74000 -18.17900 -8.34500
H -4.60800 -22.45000 -11.16300
H -2.81000 -22.60300 -11.07200
H -3.60500 -22.11100 -12.52500
H -4.27100 -19.93800 -11.31500
H -2.57800 -20.09100 -11.42400
H -2.55800 -21.04700 -9.05500
H -4.20800 -21.10300 -8.89600



96
Properties=species:S:1:pos:R:3 method="wB97M-V/def2-TZVPD" e_homo_ev=-10.1 mol_weight_g_mol=668.8 e_tot_ev=-72910.606 charge=+1 max_force_ev_per_a=7.419 homo_lumo_gap_ev=5.191
C -1.46434 0.21933 2.24393
C -1.65015 1.02515 1.20636
C -2.24891 1.94660 0.03307
C -2.02267 1.35258 -1.46013
O -0.65539 1.16374 -1.94307
C 0.19711 2.24029 -1.55527
N 0.99498 3.07432 -1.14840
C -2.56027 -0.20569 -1.46789
O -1.51357 -1.12203 -1.11137
N -1.37527 -2.13531 -2.02690
O -1.05808 -1.72944 -3.10254
N -3.84385 -0.40163 -1.79125
C -4.51885 -1.74281 -1.85388
C -4.17516 -2.73349 -0.61462
C -3.60671 -4.18881 -1.07607
C -2.35689 -4.71149 -0.14279
C -1.13021 -5.32106 -1.00172
C 0.22718 -5.57660 -0.14820
C 1.57159 -5.17515 -0.99611
C 2.71022 -4.44675 -0.07711
Si 2.30775 -2.55432 -0.10253
C 0.64104 -2.37687 0.90015
C 2.17317 -1.84701 -1.89197
C 3.59125 -1.47173 0.82561
C 4.73345 -0.60831 0.16323
C 5.67631 0.26639 1.12084
C 5.50608 0.31258 2.69888
C 4.38058 -0.56634 3.36734
C 3.45573 -1.42613 2.42344
C -4.39399 0.98354 -2.11099
P -5.76821 0.94447 -3.46308
O -5.55932 -0.25364 -4.45357
O -7.33455 0.76094 -2.80849
O -5.79058 2.35551 -4.42866
C -3.09856 1.86794 -2.59729
N -2.82562 1.40290 -3.99995
C -3.23535 3.47778 -2.60392
C -1.94203 4.08385 -3.40419
N -1.05334 4.90661 -2.85396
H -1.13054 -0.68868 2.88637
H -3.39497 2.11653 0.18183
H -1.77892 3.00673 0.17626
H -5.67084 -1.57139 -1.91433
H -4.21585 -2.30045 -2.82045
H -3.49981 -2.20695 0.17491
H -5.18534 -2.92171 -0.06419
H -3.37924 -4.26975 -2.20187
H -4.46777 -4.95005 -0.86761
H -2.75137 -5.55443 0.56171
H -2.07931 -3.83219 0.54470
H -1.47986 -6.36105 -1.40390
H -0.94530 -4.68355 -1.95964
H 0.29848 -6.73205 0.00537
H 0.21232 -5.12185 0.91216
H 1.19818 -4.47808 -1.84986
H 2.04090 -6.09302 -1.54016
H 3.73859 -4.70645 -0.52296
H 2.71633 -4.85947 1.01618
H 0.52138 -1.24847 1.08599
H 0.83311 -2.94066 1.89780
H -0.18616 -2.84837 0.25741
H 3.23778 -1.93877 -2.36199
H 1.44923 -2.42606 -2.57591
H 1.83080 -0.73433 -1.92625
H 4.84083 -0.62823 -0.98036
H 6.51664 0.94672 0.68892
H 6.15761 0.96085 3.40072
H 4.16610 -0.61146 4.50170
H 2.61596 -2.05770 2.92000
H -4.93248 1.49879 -1.22544
H -7.86933 0.39397 -3.57357
H -5.08044 2.30799 -5.13184
H -3.05257 0.40200 -4.13438
H -1.80320 1.46298 -4.22404
H -3.20783 3.97079 -1.56564
H -4.16125 3.88276 -3.15108
H -1.75216 3.76717 -4.50257
H -0.33888 5.08762 -3.59638
C -0.14624 4.67992 2.68376
C 1.23379 4.43128 3.25892
O 1.71258 3.15699 2.84889
H -0.84551 3.90489 3.01153
H -0.52813 5.65531 2.99579
H -0.12063 4.64398 1.58976
H 1.20123 4.44594 4.35080
H 1.94104 5.19655 2.92409
H 1.74719 3.15501 1.88101
C 7.26194 4.56774 4.90653
C 6.11756 3.74306 5.46092
O 6.62494 2.63814 6.19847
H 7.89709 3.95665 4.25906
H 6.88731 5.41866 4.33199
H 7.89718 4.94140 5.71527
H 5.49822 3.35365 4.64919
H 5.48419 4.34508 6.12008
H 7.16479 2.99162 6.92005